# 1
Entry from OMol25: a molecular structure, C2HFO2Tl in a non-equilibrium geometry (the ωB97M-V functional and the def2-TZVPD basis).

Atoms and positions in Å:
O1 -0.77 -1.10 -0.13
C1 -0.94 0.44 0.26
C2 0.21 -0.42 0.29
O2 1.33 -0.06 -0.09
Tl1 2.99 -0.68 -0.72
F1 -1.33 1.13 -0.78
H1 -1.48 0.69 1.17

Net charge = +3
DFT total energy = -13548.360 eV
Max |F| = 7.67 eV/A
HOMO level (spin up / spin down) = -28.079 / -29.302 eV
HOMO-LUMO gap (spin up / spin down) = 6.33 / 8.42 eV

# 2
Entry from OMol25: a single C5H11N molecule in a non-equilibrium geometry (the ωB97M-V functional and the def2-TZVPD basis).

Atoms and positions in Å:
C1 -0.22 0.16 1.38
C2 1.12 0.48 0.64
C3 1.05 -0.08 -0.77
C4 -1.30 0.19 -1.69
C5 -0.05 0.59 -1.55
N1 -0.68 -1.23 1.82
H1 -0.14 0.87 2.22
H2 -1.04 0.39 0.67
H3 2.10 0.04 1.05
H4 1.19 1.62 0.78
H5 1.98 0.03 -1.31
H6 0.98 -1.25 -0.76
H7 -2.01 0.50 -2.45
H8 -1.72 -0.63 -1.13
H9 0.35 1.56 -1.89
H10 -0.01 -1.96 1.68
H11 -1.61 -1.27 1.33

Net charge = 0
DFT total energy = -6851.340 eV
Max |F| = 2.57 eV/A
HOMO level = -9.069 eV
HOMO-LUMO gap = 10.19 eV
Structure (SMILES) = C=CCCCN
Energy relative to the best compared isomer or geometry (same formula, charge and spin) = 211.2 kJ/mol

# 3
Entry from OMol25: a single C5H8O2 molecule in a non-equilibrium geometry (the ωB97M-V functional and the def2-TZVPD basis).

Atoms and positions in Å:
O1 -2.22 1.50 0.40
C1 -1.05 1.37 -0.37
C2 -0.02 0.41 0.15
C3 -0.14 -1.12 0.14
C4 1.31 -1.57 0.03
C5 2.24 -0.63 0.06
O2 3.03 0.23 0.09
H1 -2.71 0.68 0.32
H2 -0.56 2.34 -0.37
H3 -1.26 1.11 -1.42
H4 0.31 0.71 1.15
H5 -0.59 -1.52 1.06
H6 -0.77 -1.48 -0.69
H7 0.78 0.59 -0.57
H8 1.66 -2.60 0.01

Net charge = 0
DFT total energy = -9407.934 eV
Max |F| = 1.06 eV/A
HOMO level = -8.955 eV
HOMO-LUMO gap = 9.68 eV
Structure (SMILES) = O=C=CCCCO
Energy relative to the best compared isomer or geometry (same formula, charge and spin) = 183.2 kJ/mol

# 4
Entry from OMol25: a molecular structure, C44H50BrHgN3O (the ωB97M-V functional and the def2-TZVPD basis).

Atoms and positions in Å:
Hg1 -0.45 1.66 0.67
C1 -3.15 0.62 4.27
C2 -2.96 -0.24 3.04
C3 -3.46 0.21 1.81
C4 -4.26 1.49 1.75
C5 -3.19 -0.50 0.65
C6 -3.58 0.06 -0.70
C7 -2.50 -1.72 0.71
C8 -2.28 -2.52 -0.55
C9 -2.04 -2.19 1.94
C10 -1.24 -3.47 2.00
C11 -2.28 -1.46 3.11
C12 -1.80 -2.01 4.43
H1 -4.15 0.53 4.69
H2 -2.99 1.67 4.02
H3 -2.44 0.38 5.05
H4 -3.61 2.35 1.52
H5 -4.76 1.70 2.70
H6 -5.02 1.44 0.98
H7 -4.51 -0.39 -1.08
H8 -2.80 -0.14 -1.43
H9 -3.71 1.14 -0.66
H10 -1.34 -2.23 -1.04
H11 -3.08 -2.36 -1.27
H12 -2.22 -3.59 -0.35
H13 -1.88 -4.34 2.15
H14 -0.51 -3.45 2.81
H15 -0.68 -3.63 1.08
H16 -0.73 -1.80 4.59
H17 -1.91 -3.09 4.47
H18 -2.35 -1.61 5.27
C13 0.42 2.12 5.44
C14 0.25 1.57 4.15
N1 0.51 2.24 3.06
C15 0.96 3.52 3.13
C16 1.15 4.16 4.37
C17 0.86 3.41 5.54
C18 1.60 5.50 4.43
C19 1.85 6.15 3.24
C20 1.67 5.53 2.00
C21 1.23 4.21 1.88
N2 0.98 3.57 0.72
C22 1.53 3.95 -0.47
C23 2.82 4.43 -0.63
C24 3.37 4.72 -1.89
C25 2.65 4.54 -3.04
C26 1.32 4.05 -2.95
C27 0.51 3.84 -4.09
C28 -0.76 3.36 -3.94
C29 -1.22 3.09 -2.64
N3 -0.51 3.28 -1.57
C30 0.76 3.75 -1.68
H19 0.19 1.53 6.32
H20 -0.11 0.56 4.02
H21 0.99 3.88 6.51
H22 1.75 5.98 5.38
H23 2.19 7.18 3.26
H24 1.86 6.10 1.10
H25 3.43 4.57 0.25
H26 4.39 5.07 -1.94
H27 3.07 4.75 -4.01
H28 0.92 4.05 -5.07
H29 -1.40 3.18 -4.80
H30 -2.22 2.68 -2.49
C31 0.59 -5.89 -1.90
C32 1.84 -5.19 -1.34
C33 3.02 -5.44 -2.29
C34 2.17 -5.83 0.01
C35 1.58 -3.69 -1.21
C36 1.63 -3.01 -0.01
C37 1.34 -1.66 0.04
Br1 1.46 -0.80 1.74
C38 0.97 -0.87 -1.08
O1 0.64 0.37 -1.01
C39 0.97 -1.59 -2.33
C40 1.26 -2.94 -2.35
C41 0.65 -0.82 -3.61
C42 1.62 0.35 -3.79
C43 0.75 -1.70 -4.86
C44 -0.80 -0.30 -3.54
H31 0.77 -6.96 -2.01
H32 0.32 -5.49 -2.88
H33 -0.26 -5.74 -1.23
H34 3.22 -6.51 -2.39
H35 3.93 -4.96 -1.90
H36 2.83 -5.03 -3.28
H37 2.34 -6.90 -0.12
H38 1.35 -5.70 0.72
H39 3.07 -5.40 0.45
H40 1.90 -3.51 0.91
H41 1.24 -3.45 -3.30
H42 2.65 -0.03 -3.88
H43 1.58 1.03 -2.95
H44 1.38 0.90 -4.70
H45 1.76 -2.11 -4.98
H46 0.53 -1.09 -5.74
H47 0.04 -2.53 -4.84
H48 -0.92 0.32 -2.66
H49 -1.50 -1.13 -3.50
H50 -1.02 0.30 -4.43

Net charge = -1
DFT total energy = -127178.138 eV
Max |F| = 0.14 eV/A
HOMO level (spin up / spin down) = -3.360 / -3.873 eV
HOMO-LUMO gap (spin up / spin down) = 5.96 / 6.15 eV
Energy relative to the best compared isomer or geometry (same formula, charge and spin) = 0.0 kJ/mol
Multiplicity = 2

# 5
Entry from OMol25: a single C9H17N2P molecule in a non-equilibrium geometry (the ωB97M-V functional and the def2-TZVPD basis).

Atoms and positions in Å:
C1 2.27 0.54 1.40
C2 0.16 0.94 2.57
C3 1.62 0.28 0.16
C4 1.58 1.31 2.47
C5 2.11 -0.44 -1.05
C6 1.61 2.83 2.08
C7 -1.89 -2.61 -1.75
C8 -2.76 -0.32 -2.26
C9 -2.03 -1.22 -1.24
N1 -0.60 0.90 1.56
N2 -0.77 -0.82 -0.70
P1 -0.02 1.00 0.03
H1 3.34 0.27 1.62
H2 -0.25 0.80 3.50
H3 2.00 1.22 3.51
H4 2.98 -1.00 -0.80
H5 2.37 0.37 -1.74
H6 1.25 -1.07 -1.49
H7 0.97 2.82 1.17
H8 2.61 3.07 1.73
H9 1.28 3.44 2.91
H10 -1.05 -2.80 -2.45
H11 -1.73 -3.53 -1.01
H12 -2.71 -2.81 -2.48
H13 -3.01 0.59 -1.78
H14 -3.69 -0.81 -2.51
H15 -2.30 -0.07 -3.18
H16 -2.84 -1.39 -0.33
H17 -0.50 -1.50 0.04

Net charge = 0
DFT total energy = -21874.600 eV
Max |F| = 4.64 eV/A
HOMO level = -7.987 eV
HOMO-LUMO gap = 8.47 eV
Structure (SMILES) = CC1=C[C@@H](C)C=NP1NC(C)C
Energy relative to the best compared isomer or geometry (same formula, charge and spin) = 154.5 kJ/mol

# 6
Entry from OMol25: 2 unconnected molecules or ions with the total composition C4H12N2O2 in a non-equilibrium geometry (the ωB97M-V functional and the def2-TZVPD basis).

Atoms and positions in Å:
C1 -0.03 1.62 0.98
N1 0.23 1.14 -0.23
C2 1.70 1.06 -0.48
C3 -0.63 0.30 -1.14
C4 -0.36 -1.24 -0.95
N2 -1.48 -1.96 -0.18
O1 0.86 2.18 1.63
H1 -1.07 1.54 1.40
H2 2.06 2.00 -0.15
H3 1.84 0.67 -1.58
H4 2.14 0.29 0.24
H5 -1.68 0.54 -1.10
H6 -0.20 0.61 -2.26
H7 -0.31 -1.58 -2.10
H8 0.59 -1.31 -0.38
H9 -2.15 -2.43 -0.80
H10 -1.92 -1.25 0.43
H11 -0.19 -1.52 2.26
H12 0.73 -0.17 2.35
O2 -0.11 -0.48 2.08

Net charge = 0
DFT total energy = -11416.032 eV
Max |F| = 4.98 eV/A
HOMO level = -8.994 eV
HOMO-LUMO gap = 9.73 eV
Structure (SMILES) = CN(C=O)CCN.O
Energy relative to the best compared isomer or geometry (same formula, charge and spin) = 307.3 kJ/mol

# 7
Entry from OMol25: a molecular structure, C15H18N3OSSeTeTl (the ωB97M-V functional and the def2-TZVPD basis).

Atoms and positions in Å:
Tl1 0.78 -0.23 -0.26
O1 2.98 0.31 0.86
C1 3.17 0.37 2.28
C2 1.85 0.15 2.97
C3 1.81 0.19 4.36
C4 0.61 -0.01 5.01
C5 -0.53 -0.25 4.25
C6 -0.40 -0.27 2.88
N1 0.76 -0.08 2.24
H1 3.85 0.29 0.43
H2 3.57 1.35 2.56
H3 3.88 -0.40 2.59
H4 2.72 0.38 4.92
H5 0.56 0.02 6.09
H6 -1.49 -0.41 4.71
H7 -1.27 -0.46 2.25
C7 -3.12 -2.31 -2.80
N2 -3.01 -0.88 -3.13
C8 -2.98 -0.38 -4.38
C9 -2.91 0.99 -4.26
N3 -2.91 1.28 -2.94
C10 -2.85 2.63 -2.36
C11 -2.97 0.13 -2.22
Se1 -3.02 -0.01 -0.40
H8 -3.25 -2.85 -3.73
H9 -3.97 -2.47 -2.15
H10 -2.20 -2.64 -2.31
H11 -3.01 -0.99 -5.26
H12 -2.87 1.75 -5.02
H13 -2.90 3.34 -3.19
H14 -1.92 2.74 -1.81
H15 -3.70 2.77 -1.70
Te1 0.44 3.03 0.80
C12 0.16 4.91 0.10
C13 -0.07 5.35 -1.19
C14 -0.20 6.75 -1.27
C15 -0.07 7.35 -0.04
S1 0.19 6.23 1.20
H16 -0.11 4.69 -2.04
H17 -0.37 7.29 -2.19
H18 -0.12 8.40 0.18

Net charge = +2
DFT total energy = -110517.624 eV
Max |F| = 0.27 eV/A
HOMO level (spin up / spin down) = -13.447 / -13.201 eV
HOMO-LUMO gap (spin up / spin down) = 6.26 / 4.22 eV

# 8
Entry from OMol25: a molecular structure, C38H43Cl4N2OSr in a non-equilibrium geometry (the ωB97M-V functional and the def2-TZVPD basis).

Atoms and positions in Å:
Sr1 -0.52 -0.80 1.02
Cl1 -6.44 2.86 4.30
C1 -5.28 1.88 3.48
C2 -4.34 1.16 4.20
C3 -3.42 0.40 3.51
Cl2 -2.22 -0.49 4.37
C4 -3.36 0.31 2.10
O1 -2.49 -0.38 1.48
C5 -4.36 1.06 1.44
Cl3 -4.36 0.99 -0.29
C6 -5.30 1.83 2.09
H1 -4.33 1.20 5.27
H2 -6.04 2.39 1.54
C7 -4.06 -2.88 -2.34
C8 -2.84 -2.76 -1.42
C9 -3.01 -3.67 -0.20
C10 -1.56 -3.12 -2.13
C11 -1.52 -4.28 -2.91
C12 -0.38 -4.65 -3.59
C13 0.76 -3.89 -3.46
C14 0.78 -2.75 -2.67
C15 2.06 -1.95 -2.55
C16 3.18 -2.82 -1.99
C17 2.44 -1.36 -3.91
C18 -0.39 -2.35 -2.01
N1 -0.35 -1.17 -1.25
C19 -0.93 -0.13 -1.73
C20 -0.92 1.20 -1.24
C21 -1.79 2.09 -1.92
C22 -1.84 3.43 -1.67
C23 -1.00 3.95 -0.68
C24 -0.14 3.14 -0.01
C25 -0.05 1.74 -0.24
N2 0.83 1.01 0.44
C26 1.89 1.67 1.05
C27 2.99 2.08 0.25
C28 4.04 2.76 0.83
C29 4.07 3.04 2.19
C30 3.02 2.61 2.97
C31 1.93 1.94 2.43
C32 0.83 1.50 3.37
C33 1.35 0.39 4.28
C34 0.29 2.67 4.20
C35 3.07 1.78 -1.23
C36 4.30 0.91 -1.50
C37 3.13 3.06 -2.06
H3 -4.90 -2.33 -1.91
H4 -4.36 -3.91 -2.46
H5 -3.84 -2.46 -3.32
H6 -2.78 -1.73 -1.06
H7 -3.08 -4.71 -0.51
H8 -3.92 -3.40 0.34
H9 -2.16 -3.55 0.47
H10 -2.41 -4.88 -3.00
H11 -0.38 -5.54 -4.20
H12 1.66 -4.18 -4.00
H13 1.89 -1.13 -1.85
H14 3.40 -3.67 -2.64
H15 2.90 -3.20 -1.01
H16 4.10 -2.24 -1.88
H17 2.58 -2.14 -4.66
H18 3.37 -0.80 -3.83
H19 1.67 -0.68 -4.26
H20 -1.46 -0.24 -2.69
H21 -2.45 1.66 -2.68
H22 -2.53 4.07 -2.21
H23 -1.04 5.01 -0.46
H24 0.48 3.56 0.78
H25 4.86 3.10 0.21
H26 4.90 3.59 2.62
H27 3.04 2.82 4.03
H28 -0.01 1.11 2.78
H29 2.18 0.74 4.89
H30 1.69 -0.46 3.69
H31 0.56 0.04 4.95
H32 1.00 2.98 4.96
H33 -0.63 2.38 4.70
H34 0.07 3.53 3.56
H35 2.18 1.22 -1.53
H36 5.22 1.43 -1.23
H37 4.36 0.66 -2.56
H38 4.25 -0.01 -0.92
H39 4.00 3.65 -1.80
H40 2.24 3.66 -1.88
H41 3.18 2.82 -3.12
Cl4 2.05 -2.88 2.13
C38 0.26 -2.85 2.33
H42 0.14 -2.82 3.42
H43 -0.03 -3.86 2.03

Net charge = -1
DFT total energy = -96061.513 eV
Max |F| = 3.44 eV/A
HOMO level = -4.221 eV
HOMO-LUMO gap = 6.71 eV
Energy relative to the best compared isomer or geometry (same formula, charge and spin) = 117.3 kJ/mol